No. 1
The following is a quantum chemistry calculation of a 3-piece molecular cluster, C15H46N8O8P5 overall at a distorted geometry, from the Open Molecules 2025 dataset.

Each line ends with the Mulliken charge.
Element x y z (Å)
C -2.1515 0.8966 -3.4264  -0.732
P -3.4234 0.3009 -4.6447  0.029
O -2.7096 0.3853 -6.1258  -0.483
N -3.6464 -1.3693 -4.1502  0.577
C -5.0589 -1.7747 -4.0227  0.147
P -5.3306 -1.9650 -2.2027  0.178
N -4.1603 -2.8997 -1.6210  -0.728
C -6.1260 -0.8145 -4.6024  0.146
O -6.4744 -0.8884 -5.7948  -0.721
O -6.6428 -0.0192 -3.7688  -0.695
P -2.7282 -2.4928 -5.0088  0.460
O -3.0007 -2.6207 -6.4287  -0.675
O -1.1854 -2.0839 -4.7705  -0.420
O -2.9722 -3.9018 -4.2546  -0.548
H -1.2502 0.2762 -3.5391  0.059
H -1.9423 1.9558 -3.5492  0.412
H -2.5706 0.6404 -2.4504  0.263
H -3.3363 0.7700 -6.7431  0.353
H -5.2480 -2.7594 -4.4639  0.482
H -6.6133 -2.5029 -1.9541  0.076
H -5.1959 -0.6706 -1.6601  0.054
H -4.5860 -3.6943 -1.1523  0.168
H -1.0416 -1.9227 -3.8250  0.281
H -2.5871 -3.7883 -3.3698  0.334
O 1.1384 -0.6786 -2.2059  -0.629
P 2.3806 -0.9471 -1.3922  0.978
N 3.3303 0.3295 -2.0986  0.009
C 4.7686 0.3472 -2.2707  -0.778
C 2.8289 1.6767 -1.8151  -0.986
N 2.7559 -2.4612 -2.1334  0.237
C 4.0377 -2.7892 -2.7260  -1.240
C 1.6965 -3.0670 -2.9308  -1.040
N 3.5993 -1.2426 -0.1567  -0.066
C 3.3609 -2.5013 0.6028  -1.054
C 3.6538 -0.1887 0.8899  -1.005
H 5.3345 0.4562 -1.3329  0.253
H 5.0532 1.1842 -2.9127  0.412
H 5.1397 -0.5348 -2.7828  0.190
H 2.9301 1.9560 -0.7579  0.273
H 1.7716 1.7501 -2.0729  0.187
H 3.3506 2.4279 -2.4094  0.407
H 4.1875 -2.2788 -3.6853  0.324
H 4.1019 -3.8658 -2.9122  0.412
H 4.8672 -2.5698 -2.0531  0.353
H 1.5952 -2.5742 -3.9043  0.402
H 0.7418 -3.0171 -2.4141  0.185
H 1.8936 -4.1277 -3.1064  0.317
H 2.3838 -2.4983 1.0950  0.313
H 4.1339 -2.6287 1.3631  0.427
H 3.4147 -3.3804 -0.0309  0.334
H 2.6723 0.0198 1.3147  0.105
H 4.0661 0.7422 0.5058  0.254
H 4.3188 -0.4906 1.6983  0.517
O 1.9103 2.1605 3.6190  -0.782
P 0.6804 1.9590 4.4684  0.830
N -0.4043 1.4974 3.1995  0.068
C -1.8406 1.7037 3.1630  -0.729
C -0.0458 0.2437 2.5376  -0.642
N 0.4631 3.6233 4.8810  0.156
C -0.7883 4.3430 4.7285  -1.264
C 1.5627 4.5308 4.5707  -0.972
N -0.4385 1.5065 5.7449  -0.043
C -0.0153 1.9878 7.0892  -1.081
C -0.5852 0.0377 5.9061  -1.083
H -2.4042 1.0709 3.8635  0.273
H -2.2192 1.4856 2.1627  0.408
H -2.1197 2.7356 3.3472  0.188
H -0.1614 -0.6309 3.1923  0.243
H 0.9941 0.2738 2.2145  -0.411
H -0.6463 0.0709 1.6441  0.553
H -1.0036 4.5715 3.6781  0.330
H -0.7448 5.2929 5.2703  0.441
H -1.6258 3.8044 5.1717  0.353
H 1.5993 4.7743 3.5022  0.306
H 2.5196 4.1072 4.8622  0.321
H 1.4545 5.4650 5.1284  0.301
H 0.9719 1.6047 7.3641  0.363
H -0.7363 1.6664 7.8428  0.409
H 0.0169 3.0705 7.1467  0.311
H 0.3821 -0.4631 5.9978  0.377
H -1.1271 -0.4079 5.0736  0.259
H -1.1744 -0.1902 6.7933  0.406

The calculation puts the frontier orbital gap at 5.761 eV. The calculation puts the LUMO energy at 1.13 eV. The value obtained for the HOMO energy is -4.63 eV. The total charge is -1.

---

No. 2
The following is a quantum chemistry calculation of C15H47Li2N12O18 as an isolated structure at a distorted geometry, from the Open Molecules 2025 dataset.

Each line ends with the Mulliken charge.
Element x y z (Å)
Li 2.2176 3.2802 0.0061  0.745
Li -0.9332 -2.6468 2.9240  0.703
C -0.5981 0.4571 -1.5586  -0.166
C 0.3082 1.2287 -0.8483  -0.232
C 0.6866 0.8860 0.5647  0.200
O 1.4258 1.6178 1.3068  -1.006
C 0.1125 -0.2262 1.1552  0.236
C -0.7096 -1.1508 0.4708  0.570
C -1.1084 -0.7453 -0.9916  -0.676
O -1.6873 -1.5764 -1.7213  0.242
O -1.0058 -2.2423 0.9844  -0.484
O 0.6496 2.3340 -1.3994  -0.473
H -1.0743 0.7790 -2.4725  0.874
H 0.3912 -0.5037 2.1643  0.315
C 2.3168 -2.6983 4.3119  -0.385
C 1.1779 -3.7536 4.5456  0.242
C 0.3254 -3.3471 5.7376  -1.197
O 0.4903 -4.0638 3.4031  -0.849
H 2.5307 -2.0169 5.1414  0.306
H 2.0156 -2.0526 3.4827  -0.359
H 3.2094 -3.2762 4.0681  0.366
H 1.6149 -4.6853 4.9635  0.200
H -0.4630 -4.0663 5.9888  0.255
H -0.1748 -2.3897 5.5285  0.168
H 0.8400 -3.2888 6.7050  0.423
C 2.2908 0.0501 -3.8820  0.480
O 2.9139 0.2616 -2.8479  -0.592
N 2.9591 -0.0582 -5.0737  -0.426
N 0.9394 -0.0702 -3.9571  -0.139
H 2.3696 -0.3304 -5.8447  0.126
H 3.8800 0.2234 -5.3379  0.215
H 0.4214 0.2838 -3.1449  -0.204
H 0.4879 -0.1575 -4.8487  0.231
C -4.7133 -0.8512 -3.5944  0.472
O -5.6170 -0.6095 -4.4018  -0.724
N -3.5023 -1.2955 -4.0523  -0.355
N -4.7560 -0.5175 -2.2778  -0.290
H -2.7784 -1.3536 -3.3452  0.271
H -3.5294 -1.6719 -4.9785  0.192
H -5.4305 0.1396 -1.9359  0.230
H -3.8648 -0.5118 -1.8103  0.149
C -2.6730 2.9971 2.6866  0.584
O -3.1934 2.3486 3.5921  -0.660
N -1.5778 2.5145 2.0508  0.430
N -3.1392 4.1875 2.2096  -0.335
H -1.0202 3.1238 1.4745  0.068
H -1.2084 1.6073 2.2640  -0.497
H -3.9654 4.5409 2.6570  0.232
H -2.5849 4.7948 1.6354  0.162
C 1.3877 5.5935 -1.7450  0.584
O 0.7651 5.1608 -0.7827  -0.507
N 1.9089 4.7388 -2.6983  -0.320
N 1.7054 6.9004 -1.9204  -0.464
H 1.5847 3.7854 -2.5720  0.100
H 2.1303 5.1464 -3.5877  0.274
H 2.4959 7.0630 -2.5155  0.164
H 1.2870 7.5624 -1.2954  0.240
C 4.8839 -0.6204 0.4240  0.565
O 5.1347 0.3433 -0.2847  -0.611
N 3.7484 -0.7014 1.1726  -0.049
N 5.7410 -1.6642 0.6193  -0.380
H 3.2811 0.1708 1.3553  0.035
H 3.5208 -1.5561 1.6477  0.082
H 5.6930 -2.2763 1.4115  0.172
H 6.4104 -1.9103 -0.0859  0.220
C -1.1297 -4.8420 -2.6436  0.474
O -1.1200 -6.0183 -3.0315  -0.750
N -2.2011 -4.3076 -2.0123  -0.212
N -0.0815 -4.0029 -2.8775  -0.275
H -2.0916 -3.3221 -1.7714  0.177
H -2.9004 -4.9745 -1.7533  0.152
H 0.5863 -4.3353 -3.5484  0.178
H -0.1121 -3.0295 -2.6345  0.152
O -0.9071 3.2879 -4.0889  -0.668
H 0.0476 3.3843 -4.1236  0.300
H -1.0967 3.1377 -3.1538  0.328
O -3.7270 -3.0812 0.3383  -0.703
H -3.7695 -3.2396 1.2849  0.279
H -2.9337 -2.5451 0.2225  0.227
O -2.9179 2.6659 -1.0626  -0.638
H -3.4943 2.4734 -0.3159  0.286
H -2.0329 2.4381 -0.7513  0.294
O 2.3628 4.3648 1.5997  -0.518
H 2.9843 4.9207 2.0775  0.247
H 1.7580 4.0248 2.2704  0.220
O -0.0714 1.3118 4.4521  -0.630
H 0.4127 1.6717 5.2001  0.270
H 0.5220 1.4369 3.6947  0.244
O 0.2641 -4.6762 0.3098  -0.735
H -0.2190 -3.8494 0.4316  0.315
H 0.6328 -4.6156 -0.5776  0.317
O -1.6725 -0.8261 3.8680  -0.496
H -2.6307 -0.7935 3.9636  0.255
H -1.4060 0.1057 3.7923  0.168

The calculation puts the frontier orbital gap at 5.345 eV. The calculation puts the LUMO energy at 0.86 eV. The value obtained for the HOMO energy is -4.49 eV. The total charge is -1.

---

No. 3
The following is a quantum chemistry calculation of a 9-piece molecular cluster, C15H48O9 overall at a distorted geometry, from the Open Molecules 2025 dataset.

Each line ends with the Mulliken charge.
Element x y z (Å)
C 9.0395 -24.0578 11.4259  -1.074
C 10.1298 -25.0353 10.9757  -0.120
O 9.5616 -26.2585 10.5988  -0.518
H 9.3701 -23.0191 11.4301  0.361
H 8.6092 -24.3196 12.3925  0.267
H 8.3404 -23.9372 10.5984  0.299
H 10.8111 -25.0693 11.8258  0.197
H 10.6022 -24.6204 10.0853  0.279
H 10.1022 -26.6601 9.9145  0.310
C 17.4981 -28.4938 13.7457  -0.925
C 16.0920 -29.1154 13.9512  -0.222
O 15.1650 -28.1870 13.4130  -0.516
H 17.5562 -27.5520 14.2912  0.234
H 17.6991 -28.3856 12.6799  0.336
H 18.2872 -29.1152 14.1693  0.314
H 15.7756 -29.2307 14.9879  0.241
H 16.0182 -30.1251 13.5472  0.243
H 15.2432 -28.0380 12.4678  0.294
C 5.9469 -22.5814 21.1727  -0.865
C 4.6779 -23.1203 21.7944  -0.290
O 4.5500 -22.3886 22.9538  -0.525
H 6.7941 -22.5787 21.8585  0.283
H 5.7394 -21.5803 20.7948  0.232
H 6.1826 -23.1717 20.2872  0.324
H 4.8495 -24.1881 21.9304  0.225
H 3.7036 -23.0180 21.3166  0.299
H 3.9347 -21.6683 22.7983  0.318
C 11.1718 -25.4402 17.1850  -0.929
C 12.2096 -25.7598 18.2378  -0.190
O 12.4106 -27.1948 18.1573  -0.492
H 10.1714 -25.6913 17.5375  0.245
H 11.4602 -26.0263 16.3123  0.331
H 11.1399 -24.3566 17.0718  0.267
H 11.9606 -25.5768 19.2831  0.294
H 13.1480 -25.2831 17.9544  0.221
H 12.5844 -27.3191 17.2214  0.254
C 9.7163 -23.8698 26.1375  -1.011
C 9.3500 -25.1158 25.3029  -0.133
O 10.4480 -25.3624 24.4413  -0.507
H 8.8360 -23.4066 26.5831  0.301
H 10.3645 -23.0959 25.7264  0.320
H 10.3421 -24.3224 26.9067  0.263
H 8.4945 -24.8856 24.6679  0.200
H 9.1727 -25.9915 25.9273  0.283
H 10.3706 -26.2389 24.0574  0.284
C 10.6868 -32.2378 14.5265  -1.075
C 11.0185 -33.1389 13.2716  -0.155
O 12.1527 -33.9000 13.5335  -0.512
H 10.3176 -32.6344 15.4723  0.308
H 10.0431 -31.3912 14.2878  0.348
H 11.5351 -31.6163 14.8128  0.272
H 11.1211 -32.5520 12.3588  0.258
H 10.1745 -33.8138 13.1293  0.251
H 12.1984 -34.5247 12.8061  0.306
C 9.4710 -19.7164 18.3613  -0.462
O 9.0009 -18.7939 19.3538  -0.507
H 10.5077 -19.9668 18.5865  0.215
H 8.8676 -20.6213 18.2897  0.207
H 9.4962 -19.2213 17.3905  0.253
H 8.0433 -18.7293 19.3723  0.293
C 18.4424 -26.8147 18.3632  -0.541
O 19.7638 -26.9486 17.8838  -0.498
H 18.1689 -27.7572 18.8377  0.256
H 18.5125 -26.0390 19.1257  0.254
H 17.6027 -26.7321 17.6732  0.217
H 20.1077 -27.7928 18.1850  0.313
C 14.3620 -28.5806 22.7308  -0.474
O 13.2526 -29.1650 22.1926  -0.500
H 14.8210 -27.9469 21.9719  0.219
H 14.1695 -28.0919 23.6860  0.202
H 15.1029 -29.3680 22.8687  0.227
H 13.1240 -28.8883 21.2824  0.325

Its relative energy (zero: lowest compared OMol25 entry of this formula, charge and spin) is 156.1 kcal per mole. The calculation puts the frontier orbital gap at 10.333 eV. The calculation puts the LUMO energy at 0.29 eV. The value obtained for the HOMO energy is -10.04 eV. As for the structure (SMILES): CCO.CCO.CCO.CCO.CCO.CCO.CO.CO.CO. The total charge is 0.